(1)
This record from the OMol25 dataset describes a 10-piece molecular cluster, C10H40N20O10 overall in a non-equilibrium geometry. The level of theory is wB97M-V/def2-TZVPD.

For the relative energy (zero: lowest compared OMol25 entry of this formula, charge and spin), the calculation gives 131.3 kJ/mol. For the HOMO-LUMO gap, the calculation gives 9.9576 eV. Its spin multiplicity is 1. The SMILES is NC(N)=O.NC(N)=O.NC(N)=O.NC(N)=O.NC(N)=O.NC(N)=O.NC(N)=O.NC(N)=O.NC(N)=O.NC(N)=O. The calculation puts the LUMO energy at 0.385 eV.

Geometry (Å):
O 1.745 -2.266 4.015
O -0.896 -2.116 -4.643
O -2.788 -3.115 3.905
O -3.382 1.889 -1.081
O 5.037 2.109 -1.544
O -0.958 -4.571 -0.018
O 0.410 2.376 2.748
O -0.944 5.938 -0.235
O 1.498 -1.909 -0.581
O -0.224 2.820 -2.180
N -2.158 3.086 -3.333
N 0.053 6.000 1.886
N -2.611 -5.043 2.646
N -0.003 -4.311 -2.066
N -1.007 0.292 -4.336
N 0.700 -1.009 -3.413
N 0.666 0.227 -0.265
N 0.721 4.417 0.362
N 2.788 2.581 -1.371
N 3.423 0.723 -2.616
N -2.036 2.998 0.440
N -0.823 0.389 2.569
N 2.937 -3.124 2.271
N -3.661 1.682 1.272
N -0.125 3.853 -4.154
N 3.831 -2.962 4.339
N -1.961 -5.562 -1.878
N 1.186 0.498 3.712
N -0.739 -3.497 2.916
N -0.591 -1.695 0.194
C -0.958 -4.826 -1.238
C -0.459 -1.063 -4.206
C 3.851 1.868 -1.792
C 0.560 -1.169 -0.258
C -2.074 -3.857 3.179
C 0.239 1.220 3.009
C -3.072 2.228 0.086
C 2.789 -2.751 3.514
C -0.842 3.205 -3.160
C -0.097 5.554 0.573
H 3.840 -3.471 1.884
H 2.251 -2.748 1.589
H 1.618 0.624 -0.458
H 0.823 3.820 1.226
H 0.987 -0.424 3.962
H -0.108 0.851 -0.312
H 1.781 1.097 4.275
H -2.489 3.337 -4.245
H 0.340 -4.872 -2.815
H 2.492 0.394 -2.675
H 0.691 5.590 2.544
H -1.752 3.035 1.433
H 0.339 3.837 -0.338
H -0.374 6.827 2.255
H -0.719 0.840 -3.535
H -2.042 -5.260 -2.821
H -1.521 3.567 -0.217
H 3.832 -2.381 5.151
H -1.965 0.359 -4.619
H 3.018 3.512 -0.996
H -1.790 0.648 2.573
H -4.496 1.173 1.167
H -0.603 -2.658 0.456
H -2.826 2.696 -2.654
H 0.815 3.430 -4.157
H -3.931 2.339 2.059
H -0.199 -4.228 2.491
H 0.649 -3.662 -1.611
H -2.273 -5.481 1.819
H 2.070 2.656 -2.076
H -3.549 -5.161 2.851
H -2.712 -5.818 -1.266
H -0.267 -2.971 3.657
H 4.757 -2.948 3.969
H 4.158 0.068 -2.628
H -0.482 3.865 -5.104
H 0.792 -0.191 -2.801
H -1.144 -0.981 0.691
H 0.779 -1.890 -2.919
H -0.821 -0.529 2.928

Here are the Löwdin charges for atoms 1 to 8, given in e: O -0.04; O 0.03; O -0.04; O -0.01; O 0.02; O -0.03; O 0.03; O 0.02

(2)
This record from the OMol25 dataset describes one molecule with the formula C5H4FNO in a non-equilibrium geometry. The level of theory is wB97M-V/def2-TZVPD.

For the relative energy (zero: lowest compared OMol25 entry of this formula, charge and spin), the calculation gives 221.5 kJ/mol. For the HOMO-LUMO gap, the calculation gives 9.8381 eV. Its spin multiplicity is 1. The SMILES is C=CO/C=C(/F)C#N. The calculation puts the LUMO energy at 0.519 eV.

Geometry (Å):
F 3.046 -1.284 -0.023
O -0.199 0.180 -0.013
N 2.892 2.099 -0.014
C -1.504 -0.240 -0.032
C 2.072 -0.366 0.007
C 0.807 -0.753 0.023
C -2.521 0.581 -0.018
C 2.521 0.997 -0.004
H 0.468 -1.793 0.025
H -2.396 1.690 0.038
H -1.658 -1.338 -0.044
H -3.528 0.226 0.054

Here are the Löwdin charges for atoms 1 to 8, given in e: F 0.07; O -0.03; N 0.18; C -0.22; C -0.28; C -0.03; C 0.03; C -0.12

(3)
This record from the OMol25 dataset describes a 6-piece molecular cluster, H12O6 overall. The level of theory is wB97M-V/def2-TZVPD.

For the relative energy (zero: lowest compared OMol25 entry of this formula, charge and spin), the calculation gives 118.8 kJ/mol. For the HOMO-LUMO gap, the calculation gives 10.6149 eV. Its spin multiplicity is 1. The SMILES is O.O.O.O.O.O. The calculation puts the LUMO energy at 0.190 eV.

Geometry (Å):
O -18.513 -7.038 9.033
O -21.051 -5.811 6.984
O -19.235 -7.439 5.393
O -23.219 -8.140 5.537
O -20.052 -4.703 10.018
O -19.819 -3.510 6.053
H -20.551 -6.603 6.787
H -20.089 -4.284 6.546
H -20.731 -5.532 7.842
H -18.525 -7.981 8.869
H -18.878 -7.152 4.553
H -19.355 -8.384 5.293
H -19.654 -5.538 9.773
H -24.021 -8.050 6.052
H -22.605 -7.527 5.940
H -20.477 -2.848 6.265
H -20.526 -4.892 10.828
H -17.699 -6.889 9.515

Here are the Löwdin charges for atoms 1 to 8, given in e: O -0.03; O -0.04; O -0.03; O -0.05; O -0.05; O -0.06; H 0.01; H -0.03